No. 1
ORCA calculation (ωB97M-V with the def2-TZVPD basis set) on a molecular structure, C14H23BN6OTc.

HOMO (spin up / spin down)   -0.8410 / -0.8400 Ha
Spin multiplicity   4
LUMO energy (spin up / spin down)   -16.87 / -17.91 eV
Charge   +4
E_tot   -1054.7573 a.u.

Structure (XYZ):
```
46
C14H23BN6OTc, DFT ωB97M-V with the def2-TZVPD basis set
C -0.7462 1.1201 -2.1921
N -0.2918 0.1469 -1.3451
N -1.0785 -0.9970 -1.4518
C -2.0338 -0.7277 -2.3639
C -1.8851 0.5836 -2.8250
B -0.6430 -2.4584 -1.0630
N 0.9121 -2.4807 -1.0182
N 1.6432 -1.3237 -0.6886
C 2.8888 -1.4472 -1.2198
C 2.9885 -2.6842 -1.8597
C 1.7418 -3.2901 -1.7183
Tc 1.0459 0.4062 0.2192
N -1.4609 -3.1085 0.1440
N -1.6635 -2.5325 1.4003
C -2.3859 -3.3493 2.1587
C -2.7269 -4.4970 1.3764
C -2.1260 -4.2913 0.1173
H -2.6311 -3.1106 3.2083
H -2.1521 -4.8605 -0.8039
H -3.3211 -5.3241 1.7185
H -0.9224 -3.1782 -1.9913
H 1.3426 -4.2147 -2.1016
H -2.7007 -1.5447 -2.6066
H 3.8828 -3.0421 -2.3389
H -2.5069 1.1265 -3.5175
H 3.5953 -0.6401 -1.1119
H -0.2056 2.0770 -2.2821
H 2.5075 0.7175 1.6588
C 2.9044 1.0243 0.5971
H 3.8107 0.4313 0.4467
H 2.2546 0.8073 -0.5896
H 3.1663 2.0956 0.4900
C 0.7950 4.4266 1.1595
C -0.0667 3.1574 1.2836
C -0.0625 2.6249 2.7230
C -1.5047 3.5284 0.9075
O 0.4004 2.1919 0.3519
H 0.4161 5.1466 1.9011
H 0.7090 4.8755 0.1555
H 1.8572 4.2271 1.3654
H -0.4240 3.4194 3.3992
H -0.7551 1.7671 2.7964
H 0.9598 2.3414 3.0237
H -1.5316 3.9077 -0.1263
H -2.1638 2.6481 0.9931
H -1.8323 4.3043 1.6198
```


No. 2
ORCA calculation (ωB97M-V with the def2-TZVPD basis set) on 2 unconnected molecules or ions with the total composition C14H23ClO5P.

HOMO   -0.1441 Ha
LUMO energy   2.57 eV
Charge   -1
Relative energy (zero: lowest compared OMol25 entry of this formula, charge and spin)   313.31 kJ/mol
E_tot   -1724.8746 a.u.

Structure (XYZ):
```
44
C14H23ClO5P, DFT ωB97M-V with the def2-TZVPD basis set
C -3.9139 -1.8816 1.0890
C -3.4778 -0.6801 1.4449
C -2.5763 0.6340 1.8016
C -2.8865 1.8789 0.8176
C -2.1245 3.1287 1.5276
C -0.5717 2.8812 1.0860
O 0.4936 3.1026 1.7339
O -0.7190 2.3062 -0.2286
C -2.0765 1.9462 -0.5995
C -2.3426 0.7665 -1.6682
C -1.0071 0.2419 -2.4383
C -0.6511 -1.3132 -2.1269
P 0.8609 -1.5801 -1.0283
O 1.0241 -3.1366 -0.8846
O 0.4015 -1.0323 0.5613
C 1.6152 -1.1045 1.3847
C 1.3624 -0.8698 2.9665
O 2.3001 -0.8611 -1.6018
C 3.4721 -1.6994 -1.3780
C 4.7739 -0.9026 -1.9881
H -4.1376 -3.0196 1.1006
H -1.4435 0.3527 1.7637
H -2.8453 0.8956 2.9019
H -4.0260 2.0186 0.6571
H -2.3150 4.1920 1.1037
H -2.1576 3.0391 2.6739
H -2.5355 2.8728 -1.1182
H -2.8787 -0.1390 -1.1604
H -3.1326 1.1845 -2.4198
H -1.2745 0.2808 -3.5758
H -0.1004 0.9578 -2.3242
H -0.5427 -1.8707 -3.1247
H -1.5598 -1.7793 -1.5751
H 2.1479 -2.1319 1.2312
H 2.3715 -0.3115 0.9714
H 0.3104 -0.4847 3.2258
H 1.6177 -1.8759 3.4900
H 2.1769 -0.1164 3.3158
H 3.7272 -1.8540 -0.2501
H 3.3918 -2.7601 -1.8263
H 4.3555 -0.0461 -2.6300
H 5.4688 -0.5194 -1.1336
H 5.3882 -1.6816 -2.5748
Cl 3.9712 0.9572 0.8449
```